C55H45F3FeNO5P2 as an isolated structure, computed with ωB97M-V/def2-TZVPD.

Geometry (Å):
Fe: -0.4890 0.2011 -0.0603
C: -5.0908 -0.3961 -5.1585
C: -4.9856 -0.3144 -3.6249
C: -6.3932 -0.3864 -3.0014
C: -4.1512 -1.4786 -3.1112
C: -4.4944 -2.7819 -3.4566
C: -3.7785 -3.8801 -3.0101
C: -2.6903 -3.6833 -2.1802
C: -2.3278 -2.3958 -1.7988
P: -0.9832 -2.1898 -0.6076
C: -1.6806 -2.9980 0.8568
C: -2.4131 -2.2329 1.7615
C: -3.0648 -2.8367 2.8285
C: -2.9792 -4.2113 3.0006
C: -2.2531 -4.9814 2.1001
C: -1.6065 -4.3806 1.0297
C: 0.3574 -3.1956 -1.2486
C: 1.2486 -3.8262 -0.3827
C: 2.3206 -4.5370 -0.8978
C: 2.5231 -4.5920 -2.2720
C: 1.6518 -3.9424 -3.1344
C: 0.5699 -3.2365 -2.6245
C: -3.0581 -1.3167 -2.2758
O: -2.6284 -0.0596 -1.8547
C: -3.2095 1.0681 -2.4201
C: -2.6006 2.2754 -2.1168
C: -3.1405 3.4609 -2.6065
C: -4.2780 3.4286 -3.3899
C: -4.8506 2.2034 -3.6946
C: -4.3286 0.9987 -3.2334
P: -1.1219 2.3728 -1.0919
C: -1.6702 3.4823 0.2408
C: -1.3778 4.8421 0.2836
C: -1.8937 5.6300 1.3095
C: -2.6901 5.0667 2.2956
C: -2.9933 3.7083 2.2534
C: -2.4848 2.9228 1.2316
C: 0.0833 3.1989 -2.1303
C: 0.0598 2.9262 -3.4969
C: 1.0581 3.4252 -4.3211
C: 2.0866 4.1884 -3.7825
C: 2.1177 4.4548 -2.4179
C: 1.1291 3.9458 -1.5881
H: -5.5850 -1.3198 -5.4675
H: -4.1002 -0.3666 -5.6192
H: -5.6805 0.4321 -5.5561
H: -6.8883 -1.3218 -3.2777
H: -7.0157 0.4407 -3.3547
H: -6.3402 -0.3373 -1.9109
H: -5.3548 -2.9440 -4.0983
H: -4.0722 -4.8812 -3.3023
H: -2.1173 -4.5326 -1.8246
H: -2.4918 -1.1612 1.6342
H: -3.6385 -2.2351 3.5252
H: -3.4801 -4.6849 3.8372
H: -2.1927 -6.0562 2.2285
H: -1.0452 -4.9929 0.3341
H: 1.1115 -3.7582 0.6904
H: 3.0064 -5.0399 -0.2261
H: 3.3705 -5.1375 -2.6712
H: 1.8132 -3.9831 -4.2051
H: -0.1118 -2.7337 -3.3009
H: -2.6633 4.4076 -2.3708
H: -4.7143 4.3468 -3.7662
H: -5.7403 2.1823 -4.3160
H: -0.7800 5.3040 -0.4934
H: -1.6823 6.6933 1.3235
H: -3.0988 5.6880 3.0864
H: -3.6345 3.2689 3.0098
H: -2.7391 1.8695 1.1981
H: -0.7420 2.3325 -3.9242
H: 1.0323 3.2170 -5.3844
H: 2.8744 4.5658 -4.4266
H: 2.9202 5.0492 -1.9942
H: 1.1870 4.1276 -0.5197
F: 3.9434 1.1135 -1.2553
C: 3.4901 -0.0416 -0.7792
F: 3.6768 -0.9976 -1.6850
F: 4.1587 -0.3501 0.3359
C: 1.9909 0.0483 -0.4540
O: 1.4331 -0.9456 0.0310
O: 1.3613 1.1095 -0.6970
C: 4.7612 1.7834 1.1875
O: 3.5158 2.4954 1.3475
C: 3.5441 3.8409 1.1719
C: 4.5354 4.5057 0.4652
C: 4.5031 5.8901 0.3490
C: 3.4868 6.6296 0.9371
C: 2.5005 5.9690 1.6506
C: 2.5259 4.5885 1.7590
N: 1.5361 3.9369 2.5850
C: 1.0607 2.7476 2.3991
C: 0.3563 1.9906 3.3891
C: 0.4261 2.3090 4.7642
C: -0.0913 1.4678 5.7088
C: -0.6671 0.2603 5.2892
C: -0.7577 -0.0634 3.9525
C: -0.2882 0.8178 2.9846
O: -0.4595 0.5374 1.6851
H: 5.5607 2.2864 1.7321
H: 5.0212 1.6948 0.1341
H: 4.5970 0.7947 1.6009
H: 5.3333 3.9421 -0.0021
H: 5.2904 6.3941 -0.2008
H: 3.4679 7.7089 0.8494
H: 1.7053 6.5244 2.1432
H: 1.2698 4.4251 3.4297
H: 1.2530 2.3031 1.4314
H: 0.9486 3.2038 5.0881
H: -0.0254 1.7089 6.7612
H: -1.0365 -0.4394 6.0311
H: -1.1944 -0.9986 3.6274

⟨S²⟩: 8.77
Charge: +2
Max |F| (eV/A): 2.10
Frontier orbital gap (alpha / beta) (eV): 7.4 / 6.6
Spin multiplicity: 6
HOMO level (alpha / beta) (eV): -13.12 / -13.12

Atom charges from the Mulliken analysis, given in e for atoms 1 to 2: atom 1 (Fe): 1.28, atom 2 (C): -1.72